Entry 1:
Molecular formula: C5H7NO
Method: DFT, ωB97M-V/def2-TZVPD

## Properties
- LUMO (alpha / beta) (eV) = 0.59 / 0.87
- energy above the lowest of the compared OMol25 structures with the same formula, charge and spin (eV) = 6.1246
- gap between HOMO and LUMO (alpha / beta) (eV) = 7.5 / 8.0
- net charge = 0

Cartesian coordinates (Å):
O1 0.94315 1.37529 0.74287
N1 -1.54188 0.03838 -0.06486
C1 -2.23918 -0.96781 0.44050
C2 -0.22553 -0.05179 -0.34911
C3 0.90232 -0.11295 0.67676
C4 1.89046 -0.05368 -0.49522
C5 0.79270 1.02366 -0.69144
H1 1.90048 -0.91265 -1.17288
H2 0.96440 -0.64030 1.63114
H3 -1.75371 -1.93421 0.43930
H4 -2.05816 0.88491 -0.31428
H5 0.77992 1.83582 -1.42449
H6 2.88020 0.33278 -0.24439
H7 -3.23517 -0.81746 0.82610

Results of the natural (NBO) charge analysis, in e, for atoms 1 through 4:
1 O -0.54
2 N -0.42
3 C -0.26
4 C -0.06


Entry 2:
Molecular formula: C5H7NO
Method: DFT, ωB97M-V/def2-TZVPD

## Properties
- LUMO (eV) = 0.95
- energy above the lowest of the compared OMol25 structures with the same formula, charge and spin (eV) = 5.1157
- gap between HOMO and LUMO (eV) = 9.7
- net charge = 0

Cartesian coordinates (Å):
O1 1.44363 0.28963 -0.67172
N1 1.75919 -1.65376 0.63013
C1 -0.40475 -0.52409 0.53363
C2 0.92862 1.55052 -0.48860
C3 -1.37978 -0.46437 -0.61638
C4 -0.97753 0.78444 0.09005
C5 1.04385 -0.70572 0.21773
H1 0.97750 1.81141 0.58649
H2 -0.73516 -0.96103 1.47030
H3 -0.98760 -0.61534 -1.62154
H4 -2.38150 -0.84210 -0.43954
H5 -0.39021 1.49828 -0.70880
H6 -1.61229 1.38650 0.73199
H7 2.71603 -1.55437 0.28627

Results of the natural (NBO) charge analysis, in e, for atoms 1 through 4:
1 O -0.53
2 N -0.65
3 C -0.32
4 C -0.03


Entry 3:
Molecular formula: C5H7NO
Method: DFT, ωB97M-V/def2-TZVPD

## Properties
- LUMO (alpha / beta) (eV) = -1.78 / -1.78
- energy above the lowest of the compared OMol25 structures with the same formula, charge and spin (eV) = 4.6303
- gap between HOMO and LUMO (alpha / beta) (eV) = 7.7 / 7.7
- net charge = 0

Cartesian coordinates (Å):
O1 -0.74859 1.97332 0.91207
N1 0.97625 -1.29814 -2.73795
C1 -1.42777 0.97518 1.00079
C2 -1.52124 -0.06733 -0.07435
C3 1.01901 -1.18825 -1.57511
C4 1.63909 -0.03920 0.48366
C5 1.03726 -1.21528 -0.16736
H1 -2.00015 0.76427 1.92735
H2 1.44837 0.00076 1.55868
H3 1.46213 0.93899 0.01931
H4 2.71457 -0.26739 0.35384
H5 -2.51145 -0.52454 -0.13338
H6 -1.22877 0.35332 -1.03930
H7 -0.83659 -0.90102 0.19008

Results of the natural (NBO) charge analysis, in e, for atoms 1 through 4:
1 O -0.52
2 N -0.23
3 C 0.44
4 C -0.72


Entry 4:
Molecular formula: C5H7NO
Method: DFT, ωB97M-V/def2-TZVPD

## Properties
- LUMO (eV) = 0.31
- energy above the lowest of the compared OMol25 structures with the same formula, charge and spin (eV) = 4.2824
- gap between HOMO and LUMO (eV) = 7.2
- net charge = 0

Cartesian coordinates (Å):
O1 -1.55577 0.74601 -2.76921
N1 -1.42949 -0.77235 -0.99315
C1 -0.75052 -0.94639 0.14893
C2 1.34201 0.23563 1.58378
C3 0.02486 0.96593 -0.90588
C4 0.16108 0.13201 0.27653
C5 -1.00160 0.41867 -1.72107
H1 -0.75813 -1.86750 0.71478
H2 0.88614 -0.20335 2.46781
H3 1.12232 -0.52415 0.43665
H4 2.38750 -0.17040 1.51179
H5 1.44098 1.30811 1.61693
H6 -2.23200 -1.30510 -1.31764
H7 0.36262 1.98288 -1.05025

Results of the natural (NBO) charge analysis, in e, for atoms 1 through 4:
1 O -0.69
2 N -0.55
3 C 0.04
4 C -0.59


Entry 5:
Molecular formula: C5H7NO
Method: DFT, ωB97M-V/def2-TZVPD

## Properties
- structure (SMILES) = [H]/N=C1/C=C(C)CO1
- LUMO (eV) = 0.79
- energy above the lowest of the compared OMol25 structures with the same formula, charge and spin (eV) = 2.5616
- gap between HOMO and LUMO (eV) = 9.7
- net charge = 0

Cartesian coordinates (Å):
O1 0.83084 -1.46726 -0.55976
N1 -0.68168 -1.67429 -2.30282
C1 -0.30131 -1.10320 -1.23813
C2 -0.91064 0.00105 -0.49302
C3 -0.34362 1.56694 1.42294
C4 -0.06323 0.46838 0.43507
C5 1.21603 -0.30588 0.32684
H1 -1.90937 0.35595 -0.70858
H2 0.07269 1.35674 2.41528
H3 1.60067 -0.67249 1.30100
H4 1.83012 -0.34722 -0.65576
H5 -0.01146 -2.40604 -2.55357
H6 -1.42372 1.71904 1.53434
H7 0.09466 2.50827 1.07616

Results of the natural (NBO) charge analysis, in e, for atoms 1 through 4:
1 O -0.52
2 N -0.70
3 C 0.51
4 C -0.27


Entry 6:
Molecular formula: C5H7NO
Method: DFT, ωB97M-V/def2-TZVPD

## Properties
- LUMO (eV) = 0.44
- energy above the lowest of the compared OMol25 structures with the same formula, charge and spin (eV) = 4.7984
- gap between HOMO and LUMO (eV) = 8.8
- net charge = 0

Cartesian coordinates (Å):
O1 0.68853 -1.17640 0.65110
N1 2.19102 -0.24697 -0.97059
C1 -1.52624 -0.46013 0.24383
C2 0.29955 0.97695 -0.05625
C3 -0.30477 -1.10322 -0.42142
C4 1.14248 -0.08035 -0.05053
C5 -0.97022 0.86929 0.76790
H1 0.50382 1.78183 -0.75369
H2 -0.72207 0.82918 1.83391
H3 -2.29113 -0.29376 -0.51976
H4 -1.92500 -1.15657 0.99157
H5 -1.63365 1.72074 0.59910
H6 2.85352 -0.92197 -0.59923
H7 1.69415 -0.73861 -1.71594

Results of the natural (NBO) charge analysis, in e, for atoms 1 through 4:
1 O -0.56
2 N -0.84
3 C -0.53
4 C -0.12


Entry 7:
Molecular formula: C5H7NO
Method: DFT, ωB97M-V/def2-TZVPD

## Properties
- LUMO (eV) = 0.41
- energy above the lowest of the compared OMol25 structures with the same formula, charge and spin (eV) = 4.4486
- gap between HOMO and LUMO (eV) = 8.6
- net charge = 0

Cartesian coordinates (Å):
O1 -1.75036 0.83277 -0.81506
N1 -0.75973 0.36415 1.25022
C1 -0.93725 1.25966 0.02925
C2 1.27805 -1.31407 -0.18047
C3 1.20128 -0.01308 -0.45386
C4 -0.80027 -0.91281 1.07374
C5 0.71862 1.17484 -0.48659
H1 -1.03378 2.28418 0.45478
H2 1.11779 2.06029 -0.97009
H3 -1.38702 -1.27042 0.23322
H4 -0.18214 0.74389 1.98855
H5 0.86615 -2.04527 -0.87022
H6 -0.43747 -1.58156 1.84316
H7 1.92854 -1.69504 0.60408

Results of the natural (NBO) charge analysis, in e, for atoms 1 through 4:
1 O -0.74
2 N -0.50
3 C 0.35
4 C -0.54


Entry 8:
Molecular formula: C5H7NO
Method: DFT, ωB97M-V/def2-TZVPD

## Properties
- structure (SMILES) = C[C@]12N[C@H]1CC2=O
- LUMO (eV) = 0.88
- energy above the lowest of the compared OMol25 structures with the same formula, charge and spin (eV) = 2.9078
- gap between HOMO and LUMO (eV) = 10.1
- net charge = 0

Cartesian coordinates (Å):
O1 -1.56965 -1.60512 -0.30355
N1 -0.66723 1.63974 0.09964
C1 -0.15644 -0.45166 1.47989
C2 -0.84928 -0.75747 0.15128
C3 0.31314 0.86724 0.83447
C4 0.70316 -0.19257 -1.62378
C5 -0.15235 0.38386 -0.50218
H1 0.73622 -1.09290 1.57338
H2 0.87393 -1.24901 -1.32952
H3 1.24516 1.39067 1.03216
H4 1.69338 0.25377 -1.68885
H5 0.21034 -0.26295 -2.59285
H6 -1.61377 1.58629 0.49602
H7 -0.76660 -0.50989 2.37389

Results of the natural (NBO) charge analysis, in e, for atoms 1 through 4:
1 O -0.52
2 N -0.54
3 C -0.53
4 C 0.59


net charge of number 2 (C5H7NO)? 0


Which value of energy above the lowest of the compared OMol25 structures with the same formula, charge and spin does entry 5 give? 2.5616 eV